A structure of composition C21H27N4SbSe4SiY, computed with ωB97M-V with the def2-TZVPD basis set.

Cartesian coordinates (Å):
Y  0.422  -0.491  -0.382
C  -2.613  0.011  0.835
N  -1.420  -0.453  1.556
C  -1.143  0.447  2.695
C  0.317  0.521  3.050
C  0.797  0.183  4.303
C  2.154  0.344  4.555
C  2.970  0.832  3.554
C  2.404  1.120  2.318
N  1.106  0.977  2.077
C  -1.606  -1.816  2.068
C  -1.742  -2.828  0.966
C  -2.563  -3.939  1.082
C  -2.536  -4.887  0.073
C  -1.695  -4.693  -1.010
C  -0.935  -3.539  -1.064
N  -0.969  -2.618  -0.096
C  -2.346  1.345  0.189
C  -3.339  2.298  0.030
C  -3.010  3.510  -0.557
C  -1.702  3.732  -0.953
C  -0.773  2.724  -0.769
N  -1.089  1.554  -0.209
H  -3.479  0.085  1.510
H  -2.856  -0.716  0.055
H  -1.741  0.145  3.565
H  -1.458  1.453  2.420
H  0.126  -0.204  5.060
H  2.567  0.076  5.519
H  4.035  0.947  3.693
H  3.001  1.441  1.470
H  -2.476  -1.862  2.740
H  -0.712  -2.065  2.649
H  -3.199  -4.060  1.949
H  -3.163  -5.768  0.132
H  -1.631  -5.416  -1.811
H  -0.256  -3.325  -1.882
H  -4.347  2.090  0.365
H  -3.764  4.273  -0.699
H  -1.399  4.661  -1.414
H  0.263  2.824  -1.069
Se  2.258  -2.457  -2.571
Sb  3.441  -1.248  -0.814
Se  2.145  -2.107  1.104
Se  2.480  1.041  -1.300
Se  5.756  -1.089  -0.270
C  -3.274  -1.223  -2.492
Si  -1.461  -0.579  -2.741
C  -1.870  1.141  -3.503
C  -0.891  -1.561  -4.277
H  -3.767  -1.350  -3.462
H  -3.867  -0.488  -1.934
H  -3.348  -2.177  -1.960
H  -2.400  1.025  -4.455
H  -0.959  1.714  -3.700
H  -2.509  1.740  -2.847
H  -1.620  -1.487  -5.091
H  -0.738  -2.621  -4.052
H  0.073  -1.180  -4.620

As for the relative energy (zero: lowest compared OMol25 entry of this formula, charge and spin): 173.4 kJ/mol. As for the spin multiplicity: 1. Its LUMO energy is 0.0756 Ha. Its total energy is -305026.67188 eV. The value obtained for the orbital gap is 5.94 eV. Its total charge is -1.


The ion C5H15N2 with charge +1, computed with ωB97M-V with the def2-TZVPD basis set.

Cartesian coordinates (Å):
C  -2.637  0.375  -1.204
C  -2.104  -0.465  -0.073
N  -0.641  -0.613  -0.135
C  0.096  -0.793  1.103
C  1.051  0.381  1.339
N  1.502  0.853  -0.018
C  2.668  0.115  -0.599
H  -2.094  1.322  -1.250
H  -3.664  0.675  -0.985
H  -2.583  -0.099  -2.184
H  -2.589  -1.442  -0.005
H  -2.320  0.008  0.892
H  -0.376  -1.292  -0.838
H  -0.596  -0.871  1.934
H  0.612  -1.748  1.101
H  1.945  0.106  1.890
H  0.587  1.228  1.831
H  1.722  1.846  -0.004
H  0.653  0.681  -0.585
H  2.988  0.669  -1.475
H  2.352  -0.887  -0.888
H  3.430  -0.052  0.154

As for the relative energy (zero: lowest compared OMol25 entry of this formula, charge and spin): 65.8 kJ/mol. As for the spin multiplicity: 1. Its LUMO energy is -0.1088 Ha. Its total energy is -8401.99466 eV. Its SMILES is CCNCC[NH2+]C. The value obtained for the orbital gap is 10.53 eV. Its total charge is +1.


An isolated molecule of C2H3N5O at a distorted geometry, computed with ωB97M-V with the def2-TZVPD basis set.

Cartesian coordinates (Å):
H  2.438  1.230  0.229
N  1.549  0.789  0.349
C  1.614  -0.480  -0.132
N  0.522  -1.315  -0.034
C  -0.572  -0.641  0.006
N  -0.969  0.684  -0.097
N  -2.320  0.920  -0.098
N  -2.825  -0.255  0.068
O  -1.793  -1.282  0.256
H  2.544  -1.036  -0.551
H  -0.188  1.385  0.003

As for the relative energy (zero: lowest compared OMol25 entry of this formula, charge and spin): 351.0 kJ/mol. As for the spin multiplicity: 1. Its LUMO energy is 0.0041 Ha. Its total energy is -11617.19181 eV. Its SMILES is [H]/N=C/N=c1\[nH]nno1. The value obtained for the orbital gap is 9.89 eV.


A structure of composition C8H13AuCl2N3O3Sc at a distorted geometry, computed with ωB97M-V with the def2-TZVPD basis set.

Cartesian coordinates (Å):
Au  4.491  1.044  -2.622
Sc  1.266  0.226  -1.373
Cl  3.475  0.429  -0.616
Cl  0.938  1.304  -3.319
C  0.688  2.111  -0.382
C  6.255  0.800  -3.717
C  5.471  1.814  -4.252
O  -0.304  2.634  -0.091
O  7.318  0.333  -3.951
O  5.610  2.525  -5.197
C  -2.926  -1.733  -0.687
N  -2.419  -1.226  0.580
C  -3.224  -1.541  1.754
C  -1.190  -0.678  0.699
N  -0.351  -0.592  -0.335
N  -0.782  -0.226  1.936
C  -1.711  0.679  2.624
C  0.633  0.148  2.114
H  -3.968  -2.002  -0.519
H  -2.408  -2.643  -1.007
H  -2.852  -0.994  -1.492
H  -2.630  -1.838  2.629
H  -3.892  -0.714  2.038
H  -3.858  -2.393  1.489
H  -0.797  -0.976  -1.200
H  -1.888  0.401  3.673
H  -1.277  1.693  2.608
H  -2.665  0.714  2.088
H  1.296  -0.601  1.699
H  0.853  1.112  1.643
H  0.847  0.188  3.186

The expectation value of S² is 2.0779. As for the spin multiplicity: 3. Its LUMO energy (spin up / spin down) is -0.6080 / -0.6280 Ha. Its total energy is -68507.87687 eV. The value obtained for the orbital gap (spin up / spin down) is 7.47 / 6.03 eV. Its total charge is +4.


A structure of composition C11H8CoNO5 at a distorted geometry, computed with ωB97M-V with the def2-TZVPD basis set.

Cartesian coordinates (Å):
O  -1.381  -0.130  -3.499
C  -1.041  0.147  -2.408
Co  -0.133  0.386  -0.812
O  1.693  -0.530  -2.893
C  1.033  -0.128  -2.046
C  1.204  0.380  0.517
O  2.067  0.382  1.281
C  -1.766  -0.073  0.341
O  -1.642  -0.591  1.437
C  -0.324  2.113  -0.653
O  -0.554  3.216  -0.432
H  -2.823  0.155  0.085
C  1.025  -6.245  0.831
C  0.803  -4.756  0.634
C  0.531  -4.292  -0.658
C  0.331  -2.918  -0.867
N  0.452  -2.060  0.122
C  0.646  -2.479  1.382
C  0.860  -3.840  1.692
H  0.113  -6.819  0.538
H  1.925  -6.590  0.277
H  1.207  -6.433  1.901
H  0.465  -4.946  -1.514
H  0.055  -2.537  -1.862
H  0.649  -1.768  2.192
H  1.051  -4.141  2.715

The expectation value of S² is 6.0511. As for the relative energy (zero: lowest compared OMol25 entry of this formula, charge and spin): 12.9 kJ/mol. As for the spin multiplicity: 5. Its LUMO energy (spin up / spin down) is -0.3021 / -0.4586 Ha. Its total energy is -60867.43634 eV. The value obtained for the orbital gap (spin up / spin down) is 7.06 / 5.74 eV. Its total charge is +2.


A structure of composition C4H9NO2, computed with ωB97M-V with the def2-TZVPD basis set.

Cartesian coordinates (Å):
C  0.037  0.021  -2.057
C  -0.285  -0.431  -0.578
C  0.919  -1.063  0.102
O  0.688  -0.571  1.416
C  -0.242  0.433  1.120
O  0.223  1.700  0.810
N  -1.080  0.580  2.231
H  0.234  -0.858  -2.709
H  -0.768  0.558  -2.572
H  0.953  0.623  -2.165
H  0.283  1.643  -0.147
H  -1.143  -1.106  -0.654
H  0.969  -2.154  0.137
H  1.865  -0.669  -0.301
H  -1.339  1.505  2.553
H  -1.313  -0.212  2.815

As for the relative energy (zero: lowest compared OMol25 entry of this formula, charge and spin): 296.5 kJ/mol. As for the spin multiplicity: 1. Its LUMO energy is 0.0362 Ha. Its total energy is -9876.98738 eV. The value obtained for the orbital gap is 9.77 eV.